Entry A
{"formula": "C28H49N7", "method": "the ωB97M-V functional and the def2-TZVPD basis", "homo_energy_ev": -11.19, "charge": 0, "symbols": ["H", "H", "H", "H", "C", "H", "C", "H", "H", "C", "H", "C", "C", "H", "N", "H", "H", "H", "H", "H", "H", "C", "H", "H", "H", "H", "C", "H", "H", "C", "H", "H", "H", "H", "C", "H", "C", "C", "N", "H", "H", "N", "C", "H", "C", "C", "H", "C", "H", "N", "H", "C", "C", "C", "H", "N", "C", "N", "C", "C", "H", "H", "H", "H", "H", "N", "C", "C", "C", "H", "H", "H", "H", "H", "H", "H", "C", "H", "H", "H", "C", "C", "C", "H"], "xyz": [[6.384, 7.716, -4.190], [5.727, -1.769, 0.515], [-5.991, -4.675, 0.959], [0.641, 6.493, 5.233], [-5.114, -6.290, -0.066], [-3.615, -0.408, 6.481], [2.499, 5.177, 4.914], [-8.536, -3.600, -0.156], [-2.781, 1.596, 4.336], [-2.832, -10.072, -5.547], [0.953, 0.305, -2.496], [-2.252, -1.233, 3.780], [3.039, 7.957, 6.018], [-1.691, 1.000, 5.661], [-1.192, -1.521, 3.462], [5.169, -0.097, 4.515], [-0.752, -9.936, -4.863], [-2.997, 2.072, 6.026], [1.134, 6.336, 3.614], [1.855, 4.311, 4.762], [-2.490, -7.426, -4.274], [-3.663, 0.083, 5.509], [4.561, 0.748, 3.019], [0.489, 0.247, -0.713], [4.547, 4.735, -5.778], [3.533, 7.073, -5.333], [5.297, 7.789, -4.151], [-5.162, -4.281, -0.573], [-0.109, 3.035, -0.679], [-3.600, -0.903, 4.307], [-0.857, 3.684, -2.083], [-1.980, -10.028, -3.662], [1.432, 8.445, 5.067], [-1.039, 1.233, -3.106], [4.571, 6.825, -5.113], [-2.680, -11.151, -5.566], [-2.710, 1.251, 5.368], [0.158, 0.274, -1.751], [5.224, 1.343, 0.037], [2.731, 8.062, 3.922], [3.316, 4.993, 4.216], [-4.655, -7.368, -0.059], [-0.812, 1.426, -2.058], [-3.850, -9.904, -5.193], [4.824, -0.200, 3.487], [2.220, 7.731, 4.826], [-4.153, -0.470, 3.473], [-5.820, -4.990, -0.070], [5.069, 8.824, -4.406], [3.699, 8.106, 6.968], [6.673, -0.660, 2.465], [-0.504, -1.010, -1.868], [-1.603, -8.018, -4.497], [-7.145, -5.024, -0.862], [-7.797, -5.867, -0.633], [4.384, 7.534, -1.638], [-1.740, -9.549, -4.612], [-1.041, -2.032, -1.890], [5.688, -1.113, 2.582], [5.222, 0.276, 0.522], [-7.053, -2.985, -1.024], [0.753, 2.974, -2.179], [3.889, -0.730, 3.668], [-1.785, 1.431, -1.568], [-4.693, 0.436, 5.460], [-2.857, -9.126, -7.952], [-2.827, -9.574, -6.930], [5.106, -1.108, 1.120], [-0.239, 2.852, -1.745], [4.268, 5.032, -4.065], [-8.540, -3.706, -1.855], [5.051, 7.044, -6.066], [4.049, -1.358, 1.211], [5.707, -2.097, 3.051], [-1.151, -7.604, -5.399], [5.907, 5.365, -4.649], [4.853, 5.347, -4.929], [2.838, 5.312, 5.942], [-0.808, -7.818, -3.779], [-4.026, -1.885, 4.515], [4.755, 7.645, -2.748], [-7.860, -3.717, -1.003], [1.539, 6.383, 4.625], [-6.753, -5.202, -1.863]]}

***

Entry B
{"formula": "C28H49N7", "method": "the ωB97M-V functional and the def2-TZVPD basis", "homo_energy_ev": -11.15, "charge": 0, "symbols": ["H", "H", "H", "C", "H", "H", "H", "H", "C", "H", "C", "H", "H", "C", "C", "N", "H", "H", "H", "H", "H", "C", "H", "C", "H", "C", "H", "H", "C", "C", "H", "C", "H", "N", "C", "N", "H", "H", "C", "H", "C", "H", "H", "H", "H", "N", "N", "C", "H", "H", "H", "H", "C", "C", "H", "C", "H", "H", "C", "C", "N", "C", "C", "H", "C", "H", "C", "C", "H", "H", "H", "C", "H", "C", "H", "H", "C", "H", "H", "H", "N", "H", "H", "H"], "xyz": [[5.735, 3.246, 2.850], [1.153, 3.237, -0.807], [2.069, 2.573, 2.547], [-0.488, -0.443, -0.324], [6.733, -0.233, -0.136], [4.853, 3.094, 4.399], [0.323, 6.261, -0.694], [1.431, -3.732, 0.046], [-5.046, 1.231, 1.009], [-3.894, -2.043, 1.985], [0.251, -5.251, 0.954], [3.367, -0.674, 1.390], [-5.360, -3.817, -3.310], [4.163, -0.864, 0.614], [-1.001, 3.607, 0.868], [-1.352, 2.541, 1.062], [3.691, 4.055, 1.684], [-5.716, 2.003, 1.386], [-5.335, 1.018, -0.013], [2.321, -5.029, 0.649], [2.005, 4.593, 0.145], [4.818, 0.487, 0.334], [-3.770, -4.542, -3.143], [2.017, 3.216, 4.569], [-3.104, -2.117, -3.857], [6.041, 0.504, -0.516], [5.757, 0.237, -1.548], [-5.112, -3.427, -5.740], [-5.042, -5.687, -4.244], [-0.549, -0.366, -1.863], [0.826, -2.884, 2.338], [-0.913, -4.385, 1.240], [-5.080, 0.151, 2.935], [1.616, 0.864, 0.524], [0.709, 0.229, 0.201], [1.921, 3.038, 5.730], [1.910, 4.612, -1.634], [0.021, -5.761, 0.014], [-0.648, 4.968, 0.685], [2.483, -2.812, 2.146], [4.785, 3.031, 3.258], [0.295, -6.026, 1.718], [3.846, 4.981, 3.044], [-6.155, -0.597, 1.658], [-4.766, -1.789, -4.099], [-5.369, -6.709, -4.588], [-1.692, -3.592, 1.571], [0.079, 5.185, -0.690], [-3.590, -1.376, -5.349], [0.029, 5.283, 1.496], [-0.501, -1.453, 0.079], [-1.555, 5.547, 0.603], [-3.900, -2.125, -4.618], [3.679, 3.954, 2.741], [-3.995, 1.562, 1.021], [-5.172, -0.087, 1.853], [-3.426, -3.849, -5.741], [-0.618, 4.871, -1.466], [1.693, -3.539, 2.199], [-4.034, -1.005, 1.571], [-3.777, -1.739, -0.877], [3.545, -1.379, -0.638], [-4.209, -3.464, -5.130], [4.524, 2.022, 2.963], [-3.891, -1.345, 0.193], [5.105, 0.814, 1.326], [1.365, 4.322, -0.714], [-4.577, -4.355, -3.884], [-0.349, 1.000, -3.566], [6.550, 1.477, -0.566], [-1.456, -0.936, -2.168], [1.513, -4.336, 0.914], [0.435, 1.486, -2.057], [-0.473, 1.042, -2.483], [4.043, 1.180, -0.070], [-3.111, -0.540, 1.909], [2.256, 3.447, 3.147], [-1.320, 1.651, -2.327], [1.872, -4.204, 3.068], [4.851, -1.587, 1.011], [3.148, -1.889, -1.561], [0.321, -0.954, -2.233], [1.476, 4.125, 2.848], [-1.276, 0.201, 0.160]]}

***

Relative energy of each structure, in kcal/mol: entry A 39.4; entry B 0.0.

***

Entry A
{"formula": "C5H28N2O9", "method": "the ωB97M-V functional and the def2-TZVPD basis", "homo_energy_ev": -9.30, "charge": 0, "symbols": ["H", "H", "C", "N", "H", "H", "H", "O", "H", "H", "H", "C", "O", "H", "O", "H", "H", "H", "N", "H", "H", "H", "H", "H", "O", "O", "H", "H", "O", "O", "H", "H", "H", "H", "H", "O", "C", "H", "O", "H", "H", "H", "C", "C"], "xyz": [[2.411, -0.648, 2.915], [2.164, 1.043, 2.664], [0.734, -0.209, 1.602], [0.934, 0.341, 0.158], [0.110, 2.581, 2.425], [0.400, -2.128, 2.683], [1.297, -0.348, -0.483], [-1.822, 1.939, 0.037], [2.871, 0.175, 1.426], [1.942, -2.458, -2.015], [1.280, -2.313, 1.345], [1.085, 1.639, -0.242], [-0.935, -0.649, -2.869], [0.036, -2.250, -2.720], [0.270, 2.591, 3.437], [-1.836, -2.979, 2.471], [3.147, -2.301, -2.813], [-1.544, 1.002, -0.009], [-0.737, -1.940, 0.781], [-0.232, -0.142, -3.201], [-2.394, 2.268, -3.024], [-1.996, 0.673, 3.257], [-0.565, 2.128, 3.800], [-2.669, -2.629, 0.818], [0.447, -3.106, -2.375], [-2.179, 1.499, 3.638], [-1.050, 2.447, 0.234], [2.062, -0.710, -3.047], [2.739, -1.839, -2.129], [-2.581, 1.466, -2.504], [-0.562, -2.475, 0.049], [-2.431, -1.423, 1.860], [-1.541, 0.070, -2.671], [1.566, -0.476, -4.516], [-2.518, 2.098, 2.984], [0.639, 2.587, 0.436], [2.141, 0.049, 2.215], [1.472, 1.730, -1.245], [1.562, -0.020, -3.633], [-2.577, 1.793, -1.611], [-0.118, 0.475, 1.909], [-0.119, -3.817, -2.783], [-1.952, -2.339, 1.554], [0.475, -1.795, 1.609]]}

***

Entry B
{"formula": "C5H28N2O9", "method": "the ωB97M-V functional and the def2-TZVPD basis", "homo_energy_ev": -9.16, "charge": 0, "symbols": ["H", "H", "H", "H", "H", "O", "H", "N", "O", "H", "H", "H", "C", "H", "O", "H", "H", "H", "C", "H", "H", "H", "O", "O", "H", "C", "H", "C", "H", "H", "H", "H", "H", "O", "H", "H", "H", "C", "O", "N", "O", "H", "H", "O"], "xyz": [[-1.451, -2.963, 1.024], [3.173, 0.227, -2.881], [0.454, -1.848, 1.341], [0.953, 1.629, 2.938], [2.973, 2.586, 1.669], [-2.855, -1.011, 2.271], [2.890, 1.066, 1.198], [-1.815, 1.628, -1.301], [-0.351, -1.642, 0.939], [0.551, -3.901, -1.023], [-1.547, 0.626, 2.822], [-0.601, 2.212, 0.199], [-0.638, 2.403, -0.852], [-0.723, 3.392, -1.196], [1.436, 1.820, 3.766], [-3.662, 0.886, -0.622], [0.347, 0.258, -0.424], [-3.102, -1.778, 2.769], [-2.625, 1.120, -0.158], [-2.238, -1.278, 1.617], [1.042, -2.568, -1.343], [0.774, 1.949, -2.730], [-2.307, -3.429, 0.953], [2.659, 1.996, 0.863], [4.129, -0.166, -1.663], [3.311, 0.429, -1.826], [-0.526, 0.006, 2.061], [0.688, 1.806, -1.590], [-0.270, -1.839, -0.081], [-0.473, -1.314, -2.574], [3.377, 1.554, -1.668], [-2.205, 0.313, 0.500], [0.947, 1.194, 4.430], [2.145, -1.249, -0.508], [-2.811, 1.982, 0.547], [1.378, 2.719, -1.380], [-1.413, 0.898, -1.886], [2.161, -0.138, -1.079], [0.248, -3.024, -1.108], [0.994, 0.506, -1.111], [-1.058, -1.892, -3.124], [-2.823, -2.827, 0.374], [-0.549, -2.807, -3.057], [-0.583, 0.466, 2.906]]}

***

Relative energy of each structure, in kcal/mol: entry A 0.0; entry B 21.7.

***

Entry A
{"formula": "C2H6N2O4", "method": "the ωB97M-V functional and the def2-TZVPD basis", "homo_energy_ev": -11.33, "charge": 0, "symbols": ["C", "O", "H", "O", "O", "C", "H", "N", "H", "O", "N", "H", "H", "H"], "xyz": [[1.523, 0.615, 0.996], [-2.416, 1.363, -0.777], [2.266, 0.842, 1.757], [-1.552, 0.567, 1.002], [3.341, -0.463, 0.053], [-1.724, -0.832, -0.846], [-1.090, -0.671, -1.711], [2.152, -0.233, -0.049], [-2.740, -1.119, -1.104], [1.437, -0.670, -0.932], [-1.869, 0.484, -0.165], [0.662, 0.115, 1.413], [-1.279, -1.590, -0.212], [1.289, 1.592, 0.576]]}

***

Entry B
{"formula": "C2H6N2O4", "method": "the ωB97M-V functional and the def2-TZVPD basis", "homo_energy_ev": -9.58, "charge": 0, "symbols": ["O", "H", "O", "N", "H", "H", "N", "O", "C", "H", "H", "H", "C", "O"], "xyz": [[0.863, -1.336, -0.501], [-1.048, -2.796, 1.554], [1.217, 0.846, -0.247], [0.790, 2.174, -0.579], [0.096, 2.439, 0.128], [0.993, -1.435, 0.470], [-0.934, -1.814, 1.690], [-0.037, 0.032, -2.040], [0.297, -0.108, -0.733], [-0.662, 0.008, -0.153], [1.628, 2.738, -0.421], [0.770, 0.035, -2.559], [-1.690, -0.884, 1.620], [-2.283, 0.100, 1.771]]}

***

Entry C
{"formula": "C2H6N2O4", "method": "the ωB97M-V functional and the def2-TZVPD basis", "homo_energy_ev": -9.69, "charge": 0, "symbols": ["C", "N", "N", "H", "O", "C", "O", "O", "O", "H", "H", "H", "H", "H"], "xyz": [[-0.190, -0.120, 0.059], [-2.462, 0.349, -0.640], [3.524, -0.328, -0.089], [-2.091, -1.221, 0.608], [2.704, -0.641, -0.976], [-1.656, -0.122, 0.504], [3.068, 0.352, 0.996], [0.541, 0.782, 0.443], [0.229, -1.034, -0.717], [2.154, 0.715, 0.941], [-1.929, 0.988, -1.267], [-1.697, 0.470, 1.464], [-3.372, 0.855, -0.415], [1.176, -1.043, -0.910]]}

***

Relative energy of each structure, in kcal/mol: entry A 87.0; entry B 0.0; entry C 28.3.

***

Entry A
{"formula": "C2H8N3O", "method": "the ωB97M-V functional and the def2-TZVPD basis", "homo_energy_ev": [-12.40, -13.18], "charge": 1, "symbols": ["N", "H", "H", "C", "H", "H", "N", "N", "H", "H", "O", "C", "H", "H"], "xyz": [[0.054, 0.086, 0.151], [-2.062, 1.930, 0.513], [-0.959, -2.055, 1.184], [-1.297, -0.066, 0.136], [2.088, -0.409, -0.431], [3.843, -0.152, -0.419], [-1.673, -1.342, 0.713], [3.039, -0.757, -0.531], [-2.521, 0.916, -1.121], [3.173, -1.766, -0.389], [-1.612, -1.312, -0.590], [-2.374, 0.934, -0.027], [0.449, 1.094, 0.404], [-3.233, 0.503, 0.538]]}

***

Entry B
{"formula": "C2H8N3O", "method": "the ωB97M-V functional and the def2-TZVPD basis", "homo_energy_ev": -14.56, "charge": 1, "symbols": ["H", "N", "H", "H", "N", "H", "H", "H", "O", "H", "C", "C", "N", "H"], "xyz": [[-2.905, -1.809, -0.053], [0.472, 2.051, -0.425], [-2.613, -2.581, 1.452], [0.332, 2.978, -0.789], [-2.238, -2.051, 0.675], [-0.613, -1.470, 1.787], [2.369, 2.076, -1.184], [-0.283, 1.501, -0.032], [-0.743, -0.478, 0.027], [1.129, -0.498, -0.349], [1.594, 1.465, -0.735], [-1.156, -1.302, 0.847], [1.853, 0.203, -0.523], [2.801, -0.086, -0.699]]}

***

Relative energy of each structure, in kcal/mol: entry A 206.2; entry B 0.0.